103
Properties=species:S:1:pos:R:3:forces:R:3 method="wB97M-V/def2-TZVPD" lumo_energy_ev=-0.93 homo_lumo_gap_ev=7.6 total_energy_ev=-101731.0706 homo_energy_ev=-8.552 total_charge=0
C 0.028067 3.733736 0.302643 -0.1 0.2 -0.3
C -0.258202 2.490136 -0.536563 0.0 0.0 0.4
C -0.185676 1.179421 0.251058 0.4 -0.3 -0.3
C 1.203157 0.916534 0.802285 -0.1 0.0 0.0
C 2.172142 0.583617 -0.151659 0.3 0.0 0.4
C 3.480599 0.302605 0.198716 -0.7 0.0 0.2
C 3.819169 0.338023 1.546475 -0.2 0.1 -0.2
C 2.869452 0.664332 2.520056 -0.1 0.1 -0.3
C 1.541640 0.986322 2.164641 0.7 -0.2 -0.2
C 0.490299 1.410252 3.159131 0.0 -0.4 0.0
I 1.102376 3.111714 4.340491 -0.1 0.0 -0.1
C -0.112059 0.267339 4.028093 0.0 0.4 -0.5
C 0.291789 -1.138739 3.624878 -0.4 -0.2 0.4
I -2.285926 0.394860 3.821086 0.1 0.2 0.2
C 3.353063 0.641512 3.930987 0.2 0.0 -0.4
O 2.662565 0.316844 4.862708 -0.5 -0.1 0.5
C 4.767485 1.026023 4.133482 0.8 0.3 0.0
C 5.162479 1.668426 5.301903 -0.2 -0.1 0.1
C 6.483654 2.050581 5.467692 0.0 -0.3 -0.6
C 7.413653 1.777550 4.463737 -0.3 0.1 0.2
C 7.052864 1.125983 3.279212 0.2 -0.1 0.8
P 8.306084 0.856984 1.956937 -0.3 0.2 -0.7
N 8.837119 -0.737759 2.168770 0.1 0.0 0.3
O 9.556788 1.646129 2.681991 0.2 0.0 0.1
C 5.713664 0.753869 3.138891 -0.2 0.1 0.0
C 5.222588 0.047482 1.928222 -0.3 0.4 0.7
O 5.917403 -0.709393 1.299787 0.5 -0.3 -0.6
H 0.738771 3.548963 1.105556 0.1 -0.1 0.0
H 0.454211 4.503009 -0.337006 0.1 0.2 0.0
H -0.870841 4.166096 0.735423 -0.1 -0.1 0.2
H -1.245810 2.554219 -0.988178 -0.1 0.1 -0.2
H 0.471711 2.434640 -1.341249 0.1 0.0 -0.2
H -0.375993 0.364594 -0.450163 -0.1 -0.1 0.0
H -0.961101 1.101777 1.005482 -0.1 0.1 0.1
H 1.899942 0.537115 -1.194304 -0.1 0.0 -0.1
H 4.207955 0.062002 -0.558216 0.2 -0.1 0.0
H -0.310752 1.834529 2.583917 -0.1 0.3 0.0
H 0.071575 0.479167 5.070260 -0.1 -0.2 0.2
H -0.422580 -1.838336 4.049719 0.0 -0.1 0.1
H 1.259782 -1.383773 4.044629 0.3 0.1 -0.2
H 0.273679 -1.283688 2.550276 0.1 0.0 -0.2
H 4.417083 1.879914 6.055014 0.0 0.0 0.1
H 6.805634 2.564849 6.357739 0.0 0.1 0.2
H 8.433606 2.096087 4.616802 0.1 0.0 -0.2
H 8.790614 -1.096502 3.116691 -0.1 -0.1 -0.1
H 8.361606 -1.363905 1.536444 0.0 -0.1 0.0
H 10.290350 1.035510 2.816955 0.0 0.0 0.0
O 1.870046 0.776629 -3.725537 0.0 0.0 0.0
N 1.069838 -0.137135 -3.658882 0.0 0.0 0.0
O 1.227456 -1.132516 -2.977499 0.0 0.0 0.0
C -0.166569 -0.024902 -4.441462 -0.1 0.0 -0.1
C -0.351206 1.086443 -5.244020 0.0 0.2 -0.1
C -1.514217 1.181812 -5.990104 -0.1 -0.1 0.0
C -2.469833 0.176160 -5.922151 0.0 0.0 0.0
C -2.268303 -0.928276 -5.104241 0.0 0.1 -0.1
C -1.107685 -1.035084 -4.356151 -0.1 -0.2 0.1
H 0.395961 1.864838 -5.290199 0.1 -0.1 0.1
H -1.674239 2.041221 -6.626021 0.0 0.0 0.0
H -3.375467 0.253310 -6.508951 0.0 0.0 0.0
H -3.015438 -1.707686 -5.050149 0.0 0.0 0.0
H -0.942957 -1.890875 -3.718581 0.1 0.0 0.0
O -6.968329 -2.891152 -1.104798 0.0 0.0 0.0
N -6.249345 -2.226354 -0.383941 0.0 0.0 0.0
O -5.928036 -1.075189 -0.607941 0.0 0.0 -0.1
C -5.741978 -2.848961 0.845923 0.1 -0.1 0.1
C -6.059432 -4.169181 1.110203 -0.1 -0.2 0.0
C -5.561065 -4.755897 2.261692 0.1 0.1 0.1
C -4.762244 -4.020243 3.128457 0.0 0.0 0.0
C -4.464328 -2.692405 2.850484 0.0 -0.1 0.0
C -4.955551 -2.097598 1.700148 0.1 0.2 0.0
H -6.680657 -4.733840 0.431227 0.0 0.1 -0.1
H -5.794167 -5.788565 2.481634 0.0 0.0 0.0
H -4.370907 -4.483487 4.024713 0.0 0.0 0.0
H -3.843157 -2.115378 3.522671 0.0 -0.1 0.0
H -4.724800 -1.066014 1.476011 -0.1 0.0 -0.1
O -9.316228 1.981494 2.969891 0.0 0.0 0.0
N -8.761964 1.416532 2.048259 0.0 0.0 0.1
O -7.564220 1.432934 1.846289 0.0 0.0 0.0
C -9.601957 0.650706 1.112469 -0.1 -0.1 -0.1
C -10.971677 0.631611 1.301521 -0.2 0.0 0.1
C -11.757279 -0.081096 0.410020 0.1 0.0 -0.1
C -11.168438 -0.762633 -0.647868 0.0 0.0 0.0
C -9.790148 -0.736315 -0.816846 -0.1 0.0 0.0
C -8.997239 -0.022326 0.067515 0.2 -0.1 -0.1
H -11.421602 1.161954 2.127401 0.1 0.0 0.0
H -12.830447 -0.103867 0.540625 0.0 0.0 0.0
H -11.786297 -1.315587 -1.343281 0.0 0.0 0.0
H -9.329025 -1.269241 -1.636989 0.0 0.0 0.0
H -7.925958 0.005093 -0.064642 0.0 0.1 0.1
O 7.195043 1.959920 -6.590438 0.0 0.0 0.0
N 6.269662 1.741167 -5.834092 0.0 0.1 -0.1
O 5.518966 2.588918 -5.395612 0.0 0.0 0.0
C 6.038690 0.346022 -5.424522 0.0 -0.2 0.1
C 6.893676 -0.638377 -5.885255 0.1 -0.1 -0.1
C 6.680879 -1.947791 -5.484768 -0.1 0.0 0.1
C 5.623093 -2.254922 -4.638232 0.0 0.0 0.0
C 4.771229 -1.253005 -4.191704 0.1 -0.1 0.0
C 4.978550 0.059454 -4.585159 -0.2 0.1 0.1
H 7.713231 -0.392175 -6.543614 0.0 0.1 0.0
H 7.342906 -2.729013 -5.832102 0.0 0.0 0.0
H 5.463357 -3.278108 -4.324038 0.0 0.0 0.0
H 3.945571 -1.490578 -3.533399 0.0 0.0 0.0
H 4.318554 0.838906 -4.235400 0.1 0.1 -0.1


96
Properties=species:S:1:pos:R:3:forces:R:3 method="wB97M-V/def2-TZVPD" lumo_energy_ev="1.99 / 2.01" homo_lumo_gap_ev="4.9 / 8.1" spin_multiplicity=3 total_energy_ev=-112870.8643 homo_energy_ev="-2.897 / -6.131" total_charge=-1
Ti -1.512860 -0.004596 -1.193932 -0.3 2.5 -2.0
C -1.577723 2.668015 2.335316 0.0 -0.1 -0.1
C -1.948719 2.485033 0.888892 0.0 0.1 0.0
C -0.956447 2.402091 -0.087049 -0.1 0.0 -0.2
C -1.286316 2.359783 -1.450248 0.2 0.9 -0.1
C -0.207037 2.482520 -2.500687 0.0 0.2 0.0
C -2.641368 2.364093 -1.810526 0.0 0.2 0.4
C -3.647791 2.425294 -0.839097 0.2 0.2 0.0
C -5.090956 2.458891 -1.237644 0.0 -0.2 0.0
C -3.281367 2.490714 0.499981 0.0 0.0 0.0
H -0.498130 2.618852 2.474015 0.0 0.0 0.1
H -2.050401 1.906358 2.955671 0.0 0.0 0.1
H -1.923367 3.642326 2.684978 0.0 0.0 0.0
H 0.089845 2.478380 0.193048 0.0 -0.2 0.0
H -0.395590 1.804383 -3.332402 0.1 0.1 0.0
H 0.772556 2.262975 -2.075303 0.0 0.0 0.0
H -0.203857 3.502626 -2.893745 0.0 0.0 0.0
H -2.909641 2.400265 -2.856081 0.0 -0.1 -0.1
H -5.568411 1.511652 -0.973653 0.0 0.0 0.0
H -5.195121 2.599719 -2.308659 -0.1 0.0 -0.1
H -5.622808 3.257701 -0.717863 0.0 0.0 0.0
H -4.051383 2.561559 1.260236 0.0 0.0 0.0
O 2.069375 -1.570914 -1.281275 -0.2 -0.2 0.0
C 0.862751 -1.384607 -1.140040 1.3 -0.1 0.2
O 0.329101 -0.179038 -1.140153 2.4 -0.1 0.5
C -0.140513 -2.415415 -0.842132 0.0 -0.4 -0.1
C -0.020906 -3.785647 -0.704694 0.0 0.4 -0.1
C -1.153588 -4.519643 -0.361216 0.3 -0.3 0.0
C -2.388464 -3.874518 -0.156970 -0.3 0.6 -0.1
C -2.455563 -2.511557 -0.327443 0.0 -0.5 0.3
N -1.346235 -1.811539 -0.660354 0.2 -1.6 0.8
C -3.614394 -1.560167 -0.243584 -0.4 -0.4 0.2
O -4.729029 -1.854354 0.145290 0.1 -0.1 -0.1
O -3.235825 -0.363911 -0.633476 -2.8 -0.6 1.1
H 0.943116 -4.247677 -0.858932 0.1 -0.1 0.0
H -1.082353 -5.592813 -0.249080 0.0 0.0 0.0
H -3.275450 -4.426757 0.119054 -0.1 0.0 0.0
O -5.180530 2.159287 -4.909990 0.1 -0.3 0.2
S -4.389629 1.133181 -5.546991 -0.6 0.7 -0.3
O -4.223653 1.279915 -6.967942 0.2 -0.4 0.1
N -2.928354 0.988130 -4.789734 -0.3 -0.5 0.1
C -2.841949 -0.173165 -4.196876 1.1 0.7 -0.5
S -1.368617 -0.735625 -3.495145 -0.5 0.0 -0.5
C -4.007686 -1.053118 -4.312102 -1.0 -0.5 -0.1
C -4.194888 -2.314841 -3.762680 0.2 0.3 0.0
C -5.362645 -2.995269 -4.063565 -0.2 -0.1 0.0
C -6.320529 -2.442038 -4.908532 0.1 0.1 0.0
C -6.144173 -1.169095 -5.441255 -0.2 0.1 -0.2
C -4.994271 -0.491448 -5.116085 0.7 0.1 0.3
H -3.434199 -2.735752 -3.117664 0.0 0.0 0.0
H -5.535076 -3.975233 -3.639361 0.0 0.0 0.0
H -7.207304 -3.008835 -5.157910 0.0 0.0 0.0
H -6.883135 -0.726030 -6.095469 0.0 0.0 0.0
C 4.624416 0.804188 -1.434085 0.0 -0.1 0.1
C 5.380782 0.383368 -0.203221 0.1 0.0 0.0
C 6.761221 0.208503 -0.264183 0.0 0.0 0.0
C 7.488811 -0.168062 0.854424 0.0 0.0 0.0
C 6.837858 -0.370454 2.060135 0.0 0.0 0.1
C 5.461970 -0.205251 2.133232 0.0 0.0 0.0
C 4.724705 0.160220 1.012817 -0.3 0.0 0.0
Sb 2.583404 0.509625 1.177516 0.2 -0.1 0.6
C 1.987048 -1.424407 1.943909 0.0 0.1 -0.4
C 2.901365 -2.470193 1.973517 0.0 0.1 0.0
C 2.507475 -3.751727 2.328477 0.0 -0.1 0.0
C 1.184367 -3.998582 2.655420 0.0 -0.1 0.0
C 0.265284 -2.964483 2.629642 0.0 0.1 0.0
C 0.642764 -1.676470 2.259494 0.0 0.0 -0.2
C -0.388795 -0.581481 2.247361 -0.2 0.3 -0.4
C 2.852377 1.331218 3.200007 -0.1 0.0 -0.3
C 2.523787 0.616747 4.347249 0.0 -0.1 -0.1
C 2.624365 1.189013 5.608848 0.0 0.1 0.1
C 3.058953 2.497570 5.734030 0.0 0.0 0.0
C 3.408547 3.215142 4.599514 0.0 0.0 0.0
C 3.309692 2.648972 3.333228 0.0 0.1 0.0
C 3.694607 3.450180 2.117700 -0.1 -0.1 0.1
H 5.284400 0.842412 -2.300356 0.0 0.0 0.0
H 4.180783 1.792749 -1.287979 0.0 0.0 -0.1
H 3.820950 0.092191 -1.628298 -0.1 0.1 -0.1
H 7.271864 0.376308 -1.205716 0.0 0.0 0.0
H 8.561879 -0.297122 0.785370 0.0 0.0 0.0
H 7.399382 -0.648961 2.943270 0.0 0.0 0.0
H 4.953851 -0.356869 3.078225 0.0 0.0 0.0
H 3.930177 -2.280458 1.696266 0.0 -0.1 0.0
H 3.229626 -4.559248 2.333578 0.0 0.0 0.0
H 0.862840 -5.000509 2.911632 0.0 0.0 0.0
H -0.772882 -3.159229 2.872817 0.0 0.0 0.0
H -1.360515 -0.961088 2.564903 0.0 0.0 0.1
H -0.566921 -0.106143 1.246129 0.5 -0.4 0.8
H -0.066878 0.197321 2.943625 -0.2 0.1 0.0
H 2.190775 -0.411837 4.257623 0.0 0.0 0.0
H 2.351088 0.621224 6.489652 0.0 0.0 0.0
H 3.128783 2.959825 6.710562 0.0 0.0 0.0
H 3.759637 4.235805 4.704075 0.0 0.0 0.0
H 4.144390 4.401701 2.398656 0.0 0.0 0.0
H 4.407306 2.886856 1.512378 0.1 0.1 -0.1
H 2.815969 3.651295 1.499613 0.0 0.0 -0.1